Entry 1:
Density functional theory data (ωB97M-V/def2-TZVPD) for the ion C5H13N2 with charge +1.

Element x y z (Å)
1 N -2.3238 -1.3636 -1.2561
2 C -1.3693 -1.0635 -0.2956
3 C -1.0743 0.1855 0.0974
4 C -0.2386 0.5245 1.3164
5 C 1.2275 -0.0006 1.2821
6 C 1.8571 0.0938 -0.0927
7 N 1.4572 1.3739 -0.7368
8 H -2.5967 -0.5139 -1.7296
9 H -2.0159 -2.0833 -1.8941
10 H -0.9716 -1.9080 0.2598
11 H -1.7670 0.9432 -0.1745
12 H -0.6432 0.1184 2.2437
13 H -0.2443 1.6044 1.4176
14 H 1.7899 0.6093 2.0008
15 H 1.2519 -1.0083 1.6779
16 H 2.9417 0.0849 -0.0069
17 H 1.5619 -0.7165 -0.7502
18 H 0.4375 1.3948 -0.8811
19 H 1.8688 1.4372 -1.6692
20 H 1.7060 2.1878 -0.1745

The total charge is +1. The energy is -8369.0307 eV. The calculation puts the molecular weight at 101.17 g/mol. The LUMO energy comes out at -0.1259 hartree.

Entry 2:
Density functional theory data (ωB97M-V/def2-TZVPD) for the ion C5H13N2 with charge +1.

Element x y z (Å)
1 C -0.3831 -1.7376 0.9488
2 C 0.5732 -0.8097 0.7330
3 N 1.8847 -0.9966 0.1273
4 C 0.3108 0.7967 0.9465
5 C -0.5291 1.2391 -0.3866
6 C -1.9837 0.9433 -0.3797
7 N 0.0858 0.3989 -1.4804
8 H -1.3548 -1.6628 1.3157
9 H -0.1228 -2.5118 0.2671
10 H 2.4408 -0.2795 0.4397
11 H 2.3970 -1.8467 0.2280
12 H 1.3578 1.1337 0.9318
13 H -0.2629 1.2494 1.8448
14 H -0.2502 2.3477 -0.4864
15 H -2.2667 -0.0645 -0.2127
16 H -2.3192 1.3886 -1.3103
17 H -2.5017 1.3788 0.4841
18 H 1.2244 0.4168 -1.2644
19 H -0.0322 -0.6777 -1.4390
20 H -0.0309 0.7210 -2.4985

The total charge is +1. The energy is -8367.3220 eV. The calculation puts the molecular weight at 101.17 g/mol. The LUMO energy comes out at -0.1201 hartree.

Entry 3:
Density functional theory data (ωB97M-V/def2-TZVPD) for the ion C5H13N2 with charge +1.

Element x y z (Å)
1 C -0.3760 1.8425 2.7894
2 N -0.1071 1.3530 1.4544
3 C -0.4719 0.0844 1.0807
4 C -0.8600 -0.2684 -0.1686
5 C -0.3362 -1.5943 -0.7807
6 C 0.9110 -1.4491 -1.6201
7 N 0.9114 -0.1777 -2.4215
8 H 0.5182 2.3786 3.1207
9 H -1.2678 2.4591 2.8150
10 H -0.4684 1.0060 3.4938
11 H -0.0844 2.0301 0.7114
12 H -0.5210 -0.6167 1.9066
13 H -1.0606 0.4899 -0.9248
14 H -1.1069 -2.1656 -1.3151
15 H -0.1251 -2.1711 0.1257
16 H 1.8347 -1.4983 -1.0418
17 H 0.9149 -2.2491 -2.3653
18 H 1.0603 0.5884 -1.7590
19 H -0.0425 0.0064 -2.7325
20 H 1.6754 -0.2139 -3.0900

The total charge is +1. The energy is -8368.2160 eV. The calculation puts the molecular weight at 101.17 g/mol. The LUMO energy comes out at -0.1293 hartree.

Entry 4:
Density functional theory data (ωB97M-V/def2-TZVPD) for a cluster of 2 separate species, C5H13N2 in total.

Element x y z (Å)
1 N -0.2154 -0.8217 1.0207
2 C 0.6501 -0.1483 0.2593
3 C 1.5162 -0.8305 -0.7665
4 C 0.6142 -1.4681 -1.7868
5 C 0.5234 -1.2906 -3.0982
6 C 0.9026 1.3249 0.5256
7 N -0.1702 1.8787 1.3461
8 H 0.1246 -1.6573 1.5407
9 H -0.4546 -0.1723 -0.2404
10 H -0.2430 1.1752 2.0821
11 H -5.5179 1.2998 3.2629
12 H 2.2953 -0.1780 -1.1798
13 H 2.0812 -1.6644 -0.3386
14 H -0.1525 -2.0841 -1.2934
15 H 1.2262 -0.7087 -3.6953
16 H -0.3077 -1.6232 -3.7090
17 H 0.9762 1.8798 -0.4379
18 H 1.9152 1.4122 0.9691
19 H -5.8587 0.9080 3.7817
20 H 0.0950 2.7686 1.7577

The total charge is +1. The energy is -8362.5780 eV. The calculation puts the molecular weight at 101.17 g/mol. The LUMO energy comes out at -0.2774 hartree.

Entry 5:
Density functional theory data (ωB97M-V/def2-TZVPD) for a cluster of 2 separate species, C5H13N2 in total.

Element x y z (Å)
1 C -0.1966 0.6615 -1.6135
2 C 0.2645 -0.7445 -1.5135
3 C 0.0759 0.8258 -0.0719
4 C -2.1192 0.2605 1.2589
5 C 0.6650 -1.5382 0.9167
6 N 0.8242 1.8569 0.3888
7 N 0.8840 -0.5908 -0.1438
8 H 0.5255 1.4078 -2.1328
9 H -1.1849 0.9974 -1.8348
10 H -0.5018 -1.5041 -1.2991
11 H 1.1194 -0.9979 -2.1917
12 H -1.8293 1.0616 1.9371
13 H -1.9906 -0.7012 1.6939
14 H -2.7690 0.4642 0.4085
15 H 1.0911 -2.4315 0.5767
16 H 1.2244 -1.3518 1.8527
17 H -0.4607 -1.6216 0.9362
18 H 1.3465 2.4174 -0.2951
19 H 1.1923 1.7888 1.3408
20 H 1.8392 -0.2603 -0.2141

The total charge is +1. The energy is -8364.9350 eV. The calculation puts the molecular weight at 101.17 g/mol. The LUMO energy (spin up / spin down) comes out at -0.1579 / -0.1343 hartree.

Entry 6:
Density functional theory data (ωB97M-V/def2-TZVPD) for the ion C5H13N2 with charge +1.

Element x y z (Å)
1 N -1.6174 -1.6450 0.5539
2 C -1.5530 -0.3259 1.0586
3 C -0.1766 0.1995 1.6196
4 C 0.9973 -0.3167 0.7366
5 C 0.7009 -0.1819 -0.8090
6 C 0.9098 1.1951 -1.2946
7 N 1.4381 1.5476 -2.4320
8 H -2.5235 -1.7906 0.1072
9 H -1.3547 -2.3652 1.2069
10 H -2.2235 -0.0084 1.8445
11 H -1.9272 0.3868 0.2239
12 H 0.0039 -0.0447 2.6429
13 H -0.2628 1.2567 1.5542
14 H 1.9714 0.1157 0.8182
15 H 1.0766 -1.3912 1.0182
16 H 1.1759 -0.9591 -1.3489
17 H -0.3177 -0.5993 -1.0422
18 H 0.2258 1.7451 -0.7005
19 H 1.9320 2.3585 -2.6222
20 H 1.5247 0.8230 -3.1352

The total charge is +1. The energy is -8367.6187 eV. The calculation puts the molecular weight at 101.17 g/mol. The LUMO energy comes out at -0.1997 hartree.

Entry 7:
Density functional theory data (ωB97M-V/def2-TZVPD) for the ion C5H13N2O with charge -1.

Element x y z (Å)
1 C 1.5300 2.5100 0.2744
2 N 0.2967 1.9550 -0.4006
3 C 0.2447 0.5213 -0.0704
4 C -0.3980 0.3243 1.2643
5 C -0.5367 -0.3221 -1.2382
6 N -0.9778 -1.6068 -0.8095
7 C -0.5238 -2.9946 -0.3901
8 O -0.7859 -3.1118 0.8656
9 H 1.5702 3.6468 0.0728
10 H 1.5453 2.3295 1.3568
11 H 2.4375 2.1981 -0.0973
12 H -0.5575 2.4860 -0.2048
13 H 1.3059 0.0714 -0.0045
14 H -1.4205 0.7396 1.4195
15 H -0.6105 -0.7848 1.4232
16 H 0.4442 0.5484 1.8192
17 H -1.4224 0.3574 -1.5235
18 H 0.2207 -0.4878 -1.9926
19 H -1.8768 -1.4878 -0.2401
20 H -1.0922 -3.7143 -1.0017
21 H 0.6070 -3.1778 -0.5225

The total charge is -1. The energy is -10420.8074 eV. The calculation puts the molecular weight at 117.17 g/mol. The LUMO energy comes out at 0.1325 hartree.

Entry 8:
Density functional theory data (ωB97M-V/def2-TZVPD) for a cluster of 2 separate species, C5H13N2O in total.

Element x y z (Å)
1 N 1.6400 -1.7723 1.2930
2 C 1.0607 -0.4311 1.2840
3 C 0.1761 -0.2173 0.0777
4 C 2.1931 0.5803 1.4863
5 N 2.6125 0.5370 2.8446
6 C -1.6858 0.1175 -2.2118
7 C -2.9001 0.7591 -1.7164
8 O -3.0965 0.4826 -3.0188
9 H 0.8940 -2.4534 1.4229
10 H 2.1785 -1.8046 2.1609
11 H 0.4685 -0.1719 2.1687
12 H -0.3705 0.7295 0.0819
13 H -0.5857 -1.0072 0.0272
14 H 0.7315 -0.2311 -0.8699
15 H 2.9703 0.3484 0.7111
16 H 1.7985 1.5698 1.1024
17 H 3.4473 1.1119 2.9388
18 H -1.1436 0.6952 -2.9497
19 H -1.7137 -0.9427 -2.4113
20 H -3.4640 0.1638 -0.9934
21 H -2.8621 1.7968 -1.3740

The total charge is -1. The energy is -10419.7225 eV. The calculation puts the molecular weight at 117.17 g/mol. The LUMO energy comes out at 0.1158 hartree.

Entry 9:
Density functional theory data (ωB97M-V/def2-TZVPD) for a cluster of 2 separate species, C5H13N2O in total.

Element x y z (Å)
1 C 1.3906 1.0532 -1.4936
2 C 1.0145 -0.2299 -2.1890
3 C -0.1654 -0.8197 -1.9824
4 N -0.5973 -2.0506 -2.4898
5 H 0.6118 1.2794 -0.7598
6 H 2.3913 0.9493 -1.0722
7 H 1.4383 1.8769 -2.2178
8 H 1.7226 -0.7463 -2.8411
9 H -0.8862 -0.2587 -1.3894
10 H -1.2898 -2.4791 -1.9051
11 H 0.1422 -2.6881 -2.7308
12 C 0.1981 -0.4123 2.5491
13 N -0.9505 0.4603 2.7565
14 C -1.1412 1.3597 1.5779
15 O -1.2725 0.7464 0.3995
16 H 0.2352 -0.7599 1.5070
17 H 0.1078 -1.2782 3.2114
18 H 1.1317 0.1105 2.7693
19 H -1.7857 -0.1041 2.8366
20 H -0.2532 2.0367 1.6193
21 H -2.0423 1.9543 1.8444

The total charge is -1. The energy is -10422.6883 eV. The calculation puts the molecular weight at 117.17 g/mol. The LUMO energy comes out at 0.1484 hartree.

Entry 10:
Density functional theory data (ωB97M-V/def2-TZVPD) for the ion C5H13N2O with charge -1.

Element x y z (Å)
1 C 0.8533 -2.2459 -0.6405
2 N 1.4459 -0.9315 -0.6036
3 C 1.4484 -0.3718 0.7449
4 C 0.0900 0.0145 1.3490
5 C -1.0191 0.3308 0.3261
6 N -2.1634 0.8181 1.1432
7 C -0.5628 1.3830 -0.7264
8 O 0.1953 0.9378 -1.7165
9 H -0.1276 -2.2856 -0.2033
10 H 0.8993 -2.6295 -1.6401
11 H 1.4683 -2.9275 -0.0315
12 H 0.9076 -0.2863 -1.1824
13 H 1.9682 -1.0687 1.3967
14 H 2.0527 0.5228 0.6683
15 H -0.3205 -0.7702 1.9707
16 H 0.1432 0.9468 1.9161
17 H -1.3454 -0.5843 -0.1782
18 H -2.0315 1.8223 1.1723
19 H -2.9686 0.7775 0.5245
20 H -1.4887 1.9298 -1.0412
21 H -0.1056 2.1700 -0.0392

The total charge is -1. The energy is -10422.8997 eV. The calculation puts the molecular weight at 117.17 g/mol. The LUMO energy comes out at 0.1578 hartree.

Entry 11:
Density functional theory data (ωB97M-V/def2-TZVPD) for a cluster of 2 separate species, C5H13N2O in total.

Element x y z (Å)
1 C 0.6045 1.1037 1.7406
2 O 1.0187 1.3564 0.3282
3 C 0.7754 -0.3369 2.0693
4 C 1.8237 -0.7906 2.7341
5 H -0.4318 1.4266 1.8031
6 H 1.2016 1.7709 2.3570
7 H 1.5757 0.5989 0.1020
8 H 0.0145 -1.0281 1.7219
9 H 1.9844 -1.8351 2.9362
10 H 2.5800 -0.1113 3.1063
11 C -1.4005 0.0765 -1.4587
12 C -0.7305 -0.8719 -2.0961
13 N -1.2467 -2.1083 -2.3907
14 N -0.9055 1.4435 -1.3086
15 H -2.3817 -0.1074 -1.0455
16 H 0.2748 -0.6707 -2.4466
17 H -0.5741 -2.8010 -2.6774
18 H -1.9269 -2.4793 -1.7480
19 H -1.6568 2.0444 -0.9899
20 H -0.5636 1.8497 -2.1759
21 H -0.0351 1.4699 -0.5613

The total charge is +1. The energy is -10415.7832 eV. The calculation puts the molecular weight at 117.17 g/mol. The LUMO energy comes out at -0.1056 hartree.